DFT (ωB97M-V with the def2-TZVPD basis set) results for a structure of composition C21H34ClF3N3O4Pb at a distorted geometry.

The value obtained for the max |F| is 0.1016 hartree/bohr. The calculation puts the orbital gap at 5.1 eV. The calculation puts the molar mass at 692.2 g/mol. As for the total charge: -1.

Atoms and positions in Å:
O1 2.92582 -0.14381 -2.47110
C1 3.22674 -0.98019 -1.65204
C2 2.64244 -2.37950 -1.70122
C3 1.29638 -2.83959 -1.77233
H1 0.56742 -2.13416 -1.42691
C4 0.99248 -4.12780 -2.17981
H2 -0.06722 -4.45507 -2.23797
C5 2.02721 -4.92882 -2.67955
H3 1.77906 -5.93112 -3.03989
C6 3.36852 -4.54063 -2.58751
H4 4.16589 -5.16975 -3.01832
C7 3.63651 -3.25572 -2.15768
H5 4.65034 -2.92598 -2.06466
H6 3.75116 -0.84406 -0.57854
C8 2.79133 0.70449 0.94584
C9 1.77385 -0.41435 0.76710
H7 3.80435 0.36933 1.28167
H8 2.39910 1.38183 1.73262
H9 2.94676 1.30040 -0.00089
C10 1.73823 -1.68233 1.24447
C11 1.88265 -1.91924 2.72899
H10 1.26405 -2.54664 0.74543
H11 2.75045 -2.57943 2.93325
H12 0.98396 -2.33188 3.24258
H13 2.08164 -0.91223 3.18643
Pb1 -0.16345 0.30108 1.45161
Cl1 -0.44076 0.35015 4.04743
C12 -3.32749 0.57349 2.85986
O2 -2.65541 1.00946 1.90326
N1 -4.35826 1.20752 3.41110
C13 -4.79066 2.57620 3.08144
C14 -4.97889 0.67614 4.61887
H14 -3.11458 -0.41938 3.34770
H15 -4.44057 2.86306 2.07946
H16 -4.42243 3.29194 3.84040
H17 -5.88611 2.58712 3.13826
H18 -4.80194 -0.40048 4.67875
H19 -6.04854 0.87738 4.58544
H20 -4.56730 1.14847 5.51867
H21 -0.83565 -0.95695 -5.06841
H22 -2.82273 -0.18514 -3.74468
C15 -0.35303 -1.37234 -4.16251
C16 -2.43786 -0.83346 -2.93312
N2 -0.96420 -0.82123 -2.94689
H23 0.71114 -1.11987 -4.16829
C17 -0.25844 0.08793 -2.20717
O3 -0.78922 0.75808 -1.29020
H24 -2.79628 -0.47100 -1.95263
H25 0.82299 0.12384 -2.49011
H26 -0.45892 -2.46744 -4.18749
H27 -2.78795 -1.85902 -3.11790
H28 0.70072 6.24119 0.61535
H29 1.10291 5.52174 -1.99309
C18 1.34325 5.37726 0.84121
C19 1.74278 4.75100 -1.54193
N3 1.25101 4.39417 -0.22314
H30 1.08183 4.94811 1.81138
C20 0.68273 3.17995 -0.04897
O4 0.30478 2.75970 1.07109
H31 1.73662 3.84695 -2.16216
H32 0.59417 2.61085 -0.98596
H33 2.36581 5.77310 0.85949
H34 2.75984 5.15521 -1.45857
F1 -3.14062 -1.64819 0.83072
C21 -1.81677 -1.86640 0.96575
F2 -1.66332 -2.69639 2.03219
F3 -1.45835 -2.58760 -0.14616

Force components x, y, z for each atom (eV/Å):
O 1.012 0.212 -0.059
C -2.091 -0.397 3.587
C 0.312 -1.228 -2.246
C 1.295 1.086 0.732
H -0.531 -0.116 0.119
C -0.012 0.181 -0.713
H 0.901 0.217 0.205
C -0.007 -0.830 0.577
H 0.120 0.296 0.004
C -0.635 -0.232 -1.005
H -0.477 0.277 0.474
C -0.217 -0.100 1.084
H 0.633 0.143 -0.215
H -0.137 0.258 -2.657
C -0.354 0.246 1.263
C 3.055 -1.816 -3.828
H -0.669 0.071 -0.066
H 0.650 0.231 -0.391
H -0.253 -0.509 0.758
C -0.559 0.293 1.597
C 1.423 0.235 0.867
H -0.177 0.638 -0.146
H -0.339 0.049 0.273
H 0.452 0.192 -0.582
H -0.050 -1.079 -0.027
Pb -3.365 -0.336 -0.529
Cl 0.093 -0.108 1.412
C 2.053 -0.221 -1.820
O -1.995 -0.257 1.635
N -1.322 0.928 0.877
C 0.390 -0.471 0.057
C 0.399 -0.018 -0.177
H -0.069 0.768 -0.546
H -0.070 -0.191 0.445
H 0.031 -0.245 -0.360
H 0.169 0.086 -0.229
H -0.065 0.162 0.013
H -0.095 -0.129 0.009
H -0.026 -0.025 -0.051
H 0.176 -0.075 0.335
H 0.116 -0.173 0.326
C -0.220 0.083 0.278
C 0.416 0.107 0.388
N -0.103 0.502 -0.778
H -0.129 -0.119 -0.041
C -1.334 0.433 1.215
O 1.081 -0.836 -2.053
H 0.219 -0.262 -0.535
H -0.678 0.106 0.410
H 0.043 0.309 0.043
H 0.104 0.277 0.187
H -0.083 -0.231 0.120
H 0.130 -0.110 -0.067
C 0.239 0.276 -0.327
C -0.194 0.173 0.273
N -0.085 -0.264 -0.163
H 0.008 -0.069 -0.345
C -0.416 -0.246 2.380
O 0.735 1.888 -2.510
H 0.114 0.356 0.035
H -0.069 -0.249 0.355
H -0.041 -0.160 0.191
H -0.124 -0.188 -0.123
F -1.130 -0.455 -0.077
C 2.535 2.693 0.333
F -0.508 -1.096 0.273
F -0.276 -0.935 -0.466

DFT (ωB97M-V with the def2-TZVPD basis set) results for a cluster of 8 separate species, C6H26O8 in total at a distorted geometry.

The value obtained for the max |F| is 0.0457 hartree/bohr. The calculation puts the orbital gap at 9.8 eV. The SMILES is C/C=C/CCCO.O.O.O.O.O.O.O. The energy above the lowest of the compared OMol25 structures with the same formula, charge and spin is 36.22 kcal/mol. The calculation puts the molar mass at 226.3 g/mol.

Atoms and positions in Å:
C1 2.00627 1.93527 -0.94362
O1 0.91953 1.08651 -1.11863
C2 1.88393 2.85241 0.28081
C3 1.84338 2.11298 1.62248
C4 0.42732 1.75479 2.00359
C5 -0.27109 0.67752 1.63792
C6 -1.76213 0.66858 1.87364
H1 1.96147 2.62487 -1.79115
H2 3.03650 1.57102 -1.03269
H3 0.87533 0.42605 -0.42974
H4 1.02332 3.50003 0.12427
H5 2.68362 3.59970 0.24980
H6 2.30108 2.74602 2.39230
H7 2.57816 1.30267 1.60630
H8 -0.19110 2.54872 2.40954
H9 0.06962 -0.23102 1.15557
H10 -2.20515 -0.24924 2.24886
H11 -2.01531 1.47300 2.55906
H12 -2.28913 0.86996 0.93271
H13 -3.49085 0.34263 -1.79800
H14 -2.71295 -0.22905 -2.88443
O2 -2.75992 -0.27834 -1.92892
H15 -1.45727 1.16912 -1.98401
H16 -0.86385 2.53456 -1.61446
O3 -1.55179 2.11834 -2.13986
H17 1.32889 -2.60980 -0.21971
H18 -0.07011 -2.32191 -0.88619
O4 0.83749 -2.01679 -0.78597
H19 -2.19236 -2.07026 -1.17855
H20 -3.24092 -2.60235 -0.16062
O5 -2.30629 -2.58267 -0.36630
H21 -0.02122 -1.28703 -2.35043
H22 0.36633 -2.40306 -3.34430
O6 -0.24412 -1.68105 -3.20180
H23 -0.85800 -3.13116 1.65760
H24 0.52603 -2.53069 1.49421
O7 0.07770 -3.35140 1.61754
H25 2.22482 -1.54010 3.30426
H26 1.77002 -0.22653 2.90293
O8 2.02100 -1.06490 2.48910

Force components x, y, z for each atom (eV/Å):
C 0.390 2.299 -0.273
O 0.036 -0.539 -0.389
C 0.241 0.140 -0.307
C 0.473 0.553 0.462
C 0.160 -0.725 -0.829
C -1.043 0.092 0.687
C -0.190 0.374 -0.299
H -0.104 -0.057 -0.206
H -0.290 -1.031 0.327
H 0.218 -0.339 0.222
H -0.540 -0.222 0.277
H 0.399 -0.391 0.056
H -0.419 0.230 0.009
H -0.475 -0.466 -0.306
H 0.290 0.195 0.236
H 0.603 0.186 -0.005
H 0.329 -0.288 0.145
H -0.174 0.059 0.091
H 0.117 0.002 -0.007
H 0.145 -0.019 0.598
H 0.490 -0.422 -0.606
O -0.653 0.159 -0.244
H 0.183 0.296 0.139
H 0.133 -0.219 -0.029
O -0.327 0.312 -0.110
H -0.255 -0.440 0.051
H 0.144 -0.730 0.676
O 0.268 0.929 -0.258
H -0.613 0.142 0.125
H -0.150 0.159 -0.234
O 0.708 -0.327 0.208
H 0.550 0.054 -0.500
H 0.262 -0.054 0.210
O -0.931 0.363 -0.262
H -0.021 0.026 -0.241
H 0.403 1.132 0.253
O -0.387 -1.156 0.341
H 0.172 -0.649 -0.295
H -0.281 0.244 -0.633
O 0.141 0.133 0.921

| no. | HOMO (eV) | DFT total energy (hartree) |
| --- | --- | --- |
| 1 | -2.52 | -2238.3433 |
| 2 | -9.33 | -846.0732 |